DFT (ωB97M-V/def2-TZVPD) results for the molecule C2H5N3S2 in a non-equilibrium geometry.

Summary:
E_LUMO in Ha: 0.0201
Total charge: 0
E_HOMO in eV: -8.67
ΔE to the lowest compared entry with this formula, charge and spin in kcal/mol: 27.5
Gap between HOMO and LUMO in eV: 9.218
SMILES: NC(=S)N/C=N\S

Element x y z (Å)
C  0.8618  0.8378  0.1808
C  -0.0168  -1.4830  -0.1783
H  -0.1038  1.9254  1.5744
H  -0.8166  0.3507  1.3247
H  1.6691  -0.5913  -0.9250
H  0.4798  -2.3674  0.1823
H  -1.3063  0.5769  -1.3661
N  -0.0982  1.0367  1.0998
N  0.8181  -0.3838  -0.4811
N  -1.2867  -1.5391  -0.3000
S  2.0476  1.9477  -0.1600
S  -2.2480  -0.3107  -0.9515

---

DFT (ωB97M-V/def2-TZVPD) results for a structure of composition C15H17BBiF10N2O4S3Si.

Summary:
E_LUMO in Ha: 0.0500
Total charge: -1
E_HOMO in eV: -6.81
Gap between HOMO and LUMO in eV: 8.172

Element x y z (Å)
Bi  0.2478  -1.2231  -0.0472
S  -0.1113  -0.6373  -4.8607
C  0.9384  -1.8791  -4.3577
C  0.9920  -1.9588  -3.0062
C  0.1843  -0.9867  -2.3237
C  -0.5000  -0.2022  -3.2214
C  -1.4944  0.8814  -3.0549
C  -2.4876  1.1135  -4.0146
C  -3.3676  2.1636  -3.8345
C  -3.2581  2.9552  -2.7009
C  -2.2641  2.6379  -1.7914
N  -1.4056  1.6362  -1.9624
H  1.4658  -2.4738  -5.0881
H  1.5961  -2.6946  -2.4953
H  -2.5818  0.4673  -4.8768
H  -4.1354  2.3579  -4.5724
H  -3.9257  3.7887  -2.5248
H  -2.1399  3.2128  -0.8773
F  4.2078  -1.8285  3.0945
C  4.1610  -0.4989  3.2032
F  5.4065  -0.0220  3.2665
F  3.5084  -0.1712  4.2964
S  3.3446  0.2009  1.7070
O  2.0848  -0.4987  1.6053
O  3.3540  1.6145  1.8522
N  4.3868  -0.3132  0.6097
S  3.9162  -0.9260  -0.7374
O  2.6401  -1.6457  -0.6599
O  4.1054  -0.1044  -1.8911
C  5.1193  -2.2990  -0.9240
F  4.7535  -3.0490  -1.9655
F  5.1462  -3.0609  0.1651
F  6.3369  -1.8142  -1.1493
F  -1.5578  1.4117  4.2561
B  -0.1483  1.3805  4.5092
F  0.4116  0.2820  3.7904
F  0.0816  1.2171  5.8845
F  0.4213  2.5765  4.0371
C  -2.1275  -1.2856  2.6560
Si  -2.2885  -0.0280  1.2817
C  -3.5605  1.2599  1.7315
C  -2.9983  -0.9766  -0.2229
C  -0.6023  0.6445  0.7666
H  -3.0061  -1.9356  2.7010
H  -2.0258  -0.7481  3.5998
H  -1.2320  -1.9103  2.5638
H  -4.4768  0.7639  2.0702
H  -3.8138  1.9138  0.8909
H  -3.1749  1.8643  2.5568
H  -3.8152  -1.6328  0.0885
H  -2.2821  -1.6202  -0.7586
H  -3.3832  -0.2772  -0.9726
H  -0.0262  0.9030  1.6616
H  -0.6199  1.4548  0.0459

---

DFT (ωB97M-V/def2-TZVPD) results for the molecule C25H39NO3.

Summary:
E_LUMO in Ha: 0.0073
Total charge: 0
E_HOMO in eV: -8.68
ΔE to the lowest compared entry with this formula, charge and spin in kcal/mol: 0.0
Gap between HOMO and LUMO in eV: 8.873
SMILES: CCCCCCCCCCCCCCCCOc1nc2ccc(C)cc2c(=O)o1

Element x y z (Å)
C  2.8878  7.3505  -6.2550
H  3.2706  8.3139  -5.9243
C  1.9219  6.7754  -5.2260
C  2.6011  6.5671  -3.8742
C  1.6465  6.0932  -2.7781
C  1.1121  4.6808  -3.0064
C  0.2707  4.1947  -1.8287
C  -0.2713  2.7850  -2.0524
C  -1.0687  2.2800  -0.8532
C  -1.5805  0.8568  -1.0594
C  -2.2210  0.2977  0.2082
C  -2.6364  -1.1629  0.0472
C  -2.9941  -1.8027  1.3871
C  -3.1578  -3.3190  1.2847
C  -3.1196  -3.9968  2.6598
C  -2.6083  -5.4405  2.6098
C  -1.0822  -5.5513  2.6573
H  -0.7899  -6.6006  2.7506
H  -0.6807  -4.9758  3.4950
O  -0.4618  -5.1079  1.4487
C  0.0110  -3.8773  1.4013
N  0.0679  -3.0988  2.4093
C  0.5655  -1.8307  2.2112
C  0.6283  -0.9339  3.2796
C  1.1078  0.3395  3.0756
C  1.5423  0.7704  1.8160
C  1.4795  -0.1125  0.7569
C  0.9949  -1.4080  0.9432
C  0.9174  -2.3398  -0.1708
O  1.2308  -2.1299  -1.3099
O  0.4187  -3.5959  0.1487
H  1.8006  0.1744  -0.2330
C  2.0709  2.1604  1.6412
H  2.2649  2.3714  0.5931
H  3.0007  2.2806  2.1967
H  1.3602  2.8917  2.0241
H  1.1517  1.0298  3.9061
H  0.2940  -1.2604  4.2515
H  -2.9745  -5.9347  1.7086
H  -2.9853  -5.9908  3.4737
H  -2.4694  -3.4256  3.3251
H  -4.1215  -3.9849  3.0928
H  -4.0951  -3.5590  0.7786
H  -2.3562  -3.7129  0.6599
H  -3.9069  -1.3530  1.7834
H  -2.1901  -1.5849  2.0951
H  -1.8037  -1.7136  -0.3990
H  -3.4796  -1.2379  -0.6423
H  -1.4984  0.3709  1.0261
H  -3.0895  0.9008  0.4826
H  -0.7450  0.2141  -1.3465
H  -2.3044  0.8402  -1.8768
H  -0.4321  2.3006  0.0341
H  -1.9129  2.9489  -0.6684
H  0.5613  2.1030  -2.2408
H  -0.9070  2.7777  -2.9406
H  0.8793  4.2079  -0.9207
H  -0.5640  4.8824  -1.6727
H  1.9519  3.9977  -3.1548
H  0.5017  4.6576  -3.9104
H  0.8074  6.7893  -2.7046
H  2.1760  6.1155  -1.8218
H  3.4100  5.8410  -3.9859
H  3.0497  7.5135  -3.5607
H  1.5342  5.8245  -5.5944
H  1.0761  7.4560  -5.1024
H  3.7321  6.6799  -6.4008
H  2.3910  7.4893  -7.2126

---

DFT (ωB97M-V/def2-TZVPD) results for a cluster of 3 separate species, C23H40N4O4Si in total.

Summary:
E_LUMO in Ha: -0.2660
Total charge: +2
E_HOMO in eV: -14.15
Gap between HOMO and LUMO in eV: 6.912

Element x y z (Å)
C  6.6230  -3.3326  -0.3226
C  6.2942  -2.3944  -1.4849
O  7.3331  -1.4559  -1.7566
C  7.4303  -0.3832  -0.8676
C  6.7399  0.8613  -1.4098
N  5.2628  0.8763  -1.1919
C  4.7884  1.0169  0.0597
C  3.4428  1.0108  0.3067
C  2.5471  0.8665  -0.7556
C  1.0773  0.8523  -0.5297
C  0.4757  -0.1551  0.2277
C  -0.8875  -0.1618  0.3737
N  -1.6528  0.7965  -0.1902
C  -3.1336  0.7402  -0.0766
C  -3.7507  -0.1050  -1.2004
O  -4.2920  -1.2797  -0.6581
Si  -3.9192  -2.7908  -1.2779
C  -5.1414  -4.0036  -0.6178
C  -2.1756  -3.2422  -0.7408
C  -3.9509  -2.7605  -3.1404
C  -1.0964  1.7854  -0.9033
C  0.2669  1.8339  -1.0907
C  3.0630  0.7309  -2.0422
C  4.4247  0.7390  -2.2279
H  5.9395  -3.2093  0.5165
H  6.5875  -4.3729  -0.6334
H  7.6277  -3.1264  0.0432
H  6.1624  -2.9477  -2.4112
H  5.3507  -1.8677  -1.2938
H  7.0524  -0.6400  0.1291
H  8.4832  -0.1257  -0.7503
H  7.1389  1.7612  -0.9466
H  6.8849  0.9115  -2.4860
H  5.5218  1.1416  0.8433
H  3.0963  1.1314  1.3227
H  1.0543  -0.9467  0.6810
H  -1.4172  -0.9279  0.9183
H  -3.4622  1.7740  -0.1405
H  -3.3849  0.3148  0.8896
H  -2.9937  -0.3086  -1.9673
H  -4.5356  0.4825  -1.6779
H  -5.4069  -3.8268  0.4230
H  -4.7611  -5.0179  -0.7315
H  -6.0596  -3.9297  -1.2030
H  -2.0316  -4.3163  -0.8641
H  -1.9968  -3.0066  0.3102
H  -1.4126  -2.7410  -1.3425
H  -4.8561  -2.2837  -3.5162
H  -3.1050  -2.1970  -3.5409
H  -3.8847  -3.7731  -3.5352
H  -1.7579  2.5411  -1.3081
H  0.6779  2.6403  -1.6805
H  2.4150  0.6104  -2.8983
H  4.8691  0.6219  -3.2058
O  -3.5305  4.0628  0.1676
C  -3.2791  4.7210  1.1707
N  -2.1171  5.4108  1.2951
C  -4.2482  4.8336  2.3133
H  -1.9314  5.9979  2.0871
H  -1.4867  5.4363  0.5128
H  -4.4429  3.8400  2.7095
H  -5.1821  5.2438  1.9324
H  -3.8825  5.4699  3.1174
O  -3.9581  1.5016  3.4511
C  -3.2455  0.5959  3.8291
N  -1.8855  0.7502  3.8587
C  -3.7816  -0.7460  4.2577
H  -1.2573  0.0290  4.1604
H  -1.5179  1.6562  3.6218
H  -4.3535  -1.1759  3.4364
H  -4.4631  -0.5953  5.0926
H  -3.0017  -1.4433  4.5599

---

DFT (ωB97M-V/def2-TZVPD) results for the molecule C11H11FN2S in a non-equilibrium geometry.

Summary:
E_LUMO (spin up / spin down) in Ha: -0.0071 / -0.0071
Total charge: 0
E_HOMO (spin up / spin down) in eV: -6.95 / -6.95
ΔE to the lowest compared entry with this formula, charge and spin in kcal/mol: 49.5
Gap between HOMO and LUMO (spin up / spin down) in eV: 6.755 / 6.755
SMILES: N/C(F)=C1\C=CC=C\C1=N\C1=CCSC1

Element x y z (Å)
C  -0.0347  0.6244  3.2357
C  -0.9625  1.6459  2.9214
C  0.0640  -0.4873  2.4336
C  -1.4928  1.8023  1.7132
C  -0.4646  -0.3773  1.0953
C  -1.0404  0.8708  0.6507
C  -0.5043  0.7051  -1.6286
C  -1.1559  0.6351  -2.9753
C  1.2834  0.1192  -2.8604
C  0.7946  0.3659  -1.5187
C  -0.4150  -1.4107  0.1968
N  -1.1360  1.2572  -0.5491
N  0.3935  -2.4447  0.2669
F  -1.4612  -1.5155  -0.6683
S  -0.0743  -0.4487  -3.8956
H  0.4866  0.8002  4.1973
H  -1.0335  2.4414  3.6803
H  0.7140  -1.3676  2.6381
H  -2.0566  2.7068  1.5509
H  -2.1841  0.0382  -2.8859
H  -1.2734  1.6599  -3.5426
H  1.8487  0.9543  -3.2751
H  1.9872  -0.6820  -2.8369
H  1.2973  0.2875  -0.5698
H  0.5397  -3.1587  -0.4592
H  1.1243  -2.3366  0.8247

---

DFT (ωB97M-V/def2-TZVPD) results for a cluster of 5 separate species, C38H63F2N3O15S2 in total in a non-equilibrium geometry.

Summary:
E_LUMO in Ha: 0.0011
Total charge: 0
E_HOMO in eV: -8.39
Gap between HOMO and LUMO in eV: 8.423
SMILES: CCCO[C@@H]([C@H](CC=O)OC(c1ccncc1)(S(=O)(=O)F)S(=O)(=O)F)N(CCC(=O)Nc1ccccc1)CC(=O)OC(C)=O.CC(C)O.CC(C)O.CC(C)O.CC(C)O

Element x y z (Å)
C  -1.6227  -2.8754  3.3026
C  -2.1121  -2.5000  1.8929
C  -0.9657  -2.0685  0.9958
O  -0.3234  -0.9454  1.6065
C  0.2652  0.0189  0.7926
C  1.5859  -0.4253  0.1382
C  1.4973  -1.4922  -0.9569
C  0.7073  -1.1358  -2.1898
O  -0.3269  -1.6828  -2.4730
O  2.3541  -0.9962  1.2248
C  3.5554  -0.4124  1.5344
C  3.4196  1.0046  2.0955
C  4.1994  2.0925  1.7281
C  3.9536  3.3202  2.3367
N  3.0215  3.5251  3.2582
C  2.2682  2.4804  3.5905
C  2.4236  1.2091  3.0521
S  4.1930  -1.5367  2.8913
O  4.6866  -2.7479  2.3518
O  3.1952  -1.5380  3.9005
F  5.3776  -0.6751  3.3945
S  4.8322  -0.5590  0.1925
O  6.0677  -0.0965  0.7242
O  4.7211  -1.8340  -0.4148
F  4.3397  0.4989  -0.8489
N  -0.6681  0.5918  -0.1671
C  -1.9742  0.8840  0.4349
C  -1.9950  1.5201  1.8346
C  -3.0929  2.5553  2.0122
O  -3.4867  3.2625  1.1266
N  -3.6515  2.6504  3.3356
C  -2.8751  3.3286  4.3056
C  -1.8119  4.1500  3.9541
C  -1.0970  4.8134  4.9351
C  -1.4254  4.6751  6.2753
C  -2.4800  3.8431  6.6289
C  -3.1967  3.1767  5.6530
C  -0.1034  1.6571  -0.9889
C  0.4273  2.8863  -0.2720
O  1.5856  3.0190  0.0288
O  -0.4997  3.8428  -0.0536
C  -0.0026  5.1410  0.2181
C  0.0025  5.9963  -1.0068
O  0.2964  5.4627  1.3224
H  -1.6659  -2.0330  3.9890
H  -0.5705  -3.1677  3.2523
H  -2.1623  -3.7311  3.7012
H  -2.8431  -1.6923  1.9472
H  -2.5571  -3.3891  1.4435
H  -0.2595  -2.9028  0.9356
H  -1.3164  -1.8356  -0.0105
H  0.5819  0.8006  1.4976
H  2.0847  0.4694  -0.2333
H  2.5173  -1.7195  -1.2801
H  1.0890  -2.4253  -0.5774
H  1.0990  -0.3613  -2.8725
H  4.9945  2.0285  1.0024
H  4.5653  4.1712  2.0633
H  1.5023  2.6456  4.3395
H  1.7863  0.3989  3.3732
H  -2.5473  1.4955  -0.2611
H  -2.5097  -0.0627  0.5120
H  -1.0635  2.0360  2.0800
H  -2.1452  0.7560  2.5974
H  -3.9451  1.7437  3.6739
H  -1.5352  4.2853  2.9217
H  -0.2762  5.4563  4.6458
H  -0.8656  5.2127  7.0279
H  -2.7574  3.7145  7.6667
H  -4.0162  2.5288  5.9403
H  0.7414  1.3184  -1.5813
H  -0.8837  1.9373  -1.6959
H  -1.0222  6.0768  -1.3713
H  0.3774  6.9786  -0.7395
H  0.6152  5.5423  -1.7850
C  -2.2218  -5.8267  -5.7314
C  -2.7311  -4.6043  -4.9840
C  -1.6841  -3.5053  -4.9152
O  -3.1405  -4.9608  -3.6616
H  -1.3472  -6.2427  -5.2234
H  -2.9867  -6.6027  -5.7650
H  -1.9360  -5.5747  -6.7533
H  -3.6297  -4.2271  -5.4744
H  -0.7996  -3.8565  -4.3777
H  -2.0698  -2.6444  -4.3710
H  -1.3745  -3.1798  -5.9099
H  -2.3650  -5.2958  -3.1987
C  -3.9546  2.5952  -3.8316
C  -2.7788  1.8100  -4.3913
C  -3.2249  0.7654  -5.4012
O  -2.0479  1.1898  -3.3297
H  -4.6456  1.9239  -3.3145
H  -3.6139  3.3377  -3.1091
H  -4.5027  3.1060  -4.6239
H  -2.0735  2.4958  -4.8638
H  -3.8956  0.0437  -4.9269
H  -2.3669  0.2155  -5.7881
H  -3.7521  1.2249  -6.2380
H  -2.6382  0.5661  -2.8902
C  -6.6300  -6.7017  -1.8399
C  -6.3286  -5.9259  -0.5675
C  -6.2841  -4.4278  -0.8232
O  -5.0938  -6.3651  -0.0011
H  -5.8445  -6.5266  -2.5806
H  -6.6594  -7.7725  -1.6368
H  -7.5864  -6.4030  -2.2714
H  -7.0895  -6.1454  0.1830
H  -5.4885  -4.1924  -1.5362
H  -6.0693  -3.8898  0.1009
H  -7.2303  -4.0632  -1.2260
H  -4.4041  -6.1836  -0.6491
C  9.8748  2.3495  0.7797
C  10.3035  1.0207  0.1748
C  9.7409  0.8407  -1.2275
O  9.9049  -0.0595  1.0126
H  8.7848  2.3900  0.8619
H  10.2880  2.4636  1.7818
H  10.2051  3.1907  0.1683
H  11.3929  0.9719  0.1392
H  8.6476  0.8420  -1.1958
H  10.0596  -0.1137  -1.6465
H  10.0675  1.6410  -1.8934
H  8.9419  -0.0540  1.0673

---

DFT (ωB97M-V/def2-TZVPD) results for a cluster of 2 separate species, C5H13NO in total.

Summary:
E_LUMO in Ha: 0.0300
Total charge: 0
E_HOMO in eV: -9.86
ΔE to the lowest compared entry with this formula, charge and spin in kcal/mol: 0.0
Gap between HOMO and LUMO in eV: 10.672
SMILES: CC(N)=O.CCC

Element x y z (Å)
C  -1.7621  -2.6068  -0.5814
C  -0.8201  -2.2301  0.5398
O  -0.9890  -1.2277  1.2034
N  0.2105  -3.0854  0.7727
H  -2.6678  -3.0220  -0.1306
H  -1.3417  -3.3626  -1.2468
H  0.8319  -2.8994  1.5413
H  0.3401  -3.9117  0.2196
H  -2.0377  -1.7166  -1.1352
C  0.4194  1.7516  0.1741
C  -0.0829  3.1786  -0.0579
C  1.8368  1.5283  -0.3659
H  0.3847  1.5312  1.2454
H  -0.2628  1.0507  -0.3101
H  0.0108  3.4408  -1.1167
H  1.8209  1.4311  -1.4486
H  2.4845  2.3695  -0.1081
H  0.4889  3.8942  0.5330
H  -1.1423  3.2540  0.1923
H  2.2779  0.6323  0.0798

---

DFT (ωB97M-V/def2-TZVPD) results for a cluster of 2 separate species, H5N3P2 in total in a non-equilibrium geometry.

Summary:
E_LUMO (spin up / spin down) in Ha: 0.0017 / 0.0027
Total charge: 0
E_HOMO (spin up / spin down) in eV: -8.23 / -7.69
ΔE to the lowest compared entry with this formula, charge and spin in kcal/mol: 44.5
Gap between HOMO and LUMO (spin up / spin down) in eV: 8.275 / 7.761

Element x y z (Å)
N  1.5115  -0.7949  0.8642
N  -0.5912  -1.0117  0.7308
N  -1.1339  0.2097  0.9968
P  2.1068  -1.9301  0.0322
P  -1.1004  1.6803  -0.0810
H  -0.5414  -1.0097  -0.3071
H  -1.3407  0.3771  1.9217
H  3.3460  -1.4854  -0.1650
H  -2.4581  1.6045  -0.5449
H  -0.5378  0.8888  -1.2360

---

DFT (ωB97M-V/def2-TZVPD) results for a cluster of 2 separate species, C3H6NO in total in a non-equilibrium geometry.

Summary:
E_LUMO (spin up / spin down) in Ha: -0.2413 / -0.2807
Total charge: +1
E_HOMO (spin up / spin down) in eV: -12.97 / -11.81
ΔE to the lowest compared entry with this formula, charge and spin in kcal/mol: 190.9
Gap between HOMO and LUMO (spin up / spin down) in eV: 6.400 / 4.169

Element x y z (Å)
C  -2.9505  -0.1838  -1.1352
C  0.0933  -0.4606  0.6565
C  2.3997  -0.0982  -0.4376
N  -2.8289  0.2781  -0.0673
O  1.2190  0.1604  0.5068
H  3.1184  -0.6760  0.2974
H  2.8258  0.8495  -0.7679
H  1.9915  -0.7025  -1.3796
H  -0.5841  -0.2164  1.3999
H  -3.1122  -0.0313  0.9279
H  -2.1721  1.0807  -0.0009

---

DFT (ωB97M-V/def2-TZVPD) results for a cluster of 2 separate species, C3H5N2O3 in total in a non-equilibrium geometry.

Summary:
E_LUMO in Ha: -0.2745
Total charge: +1
E_HOMO in eV: -13.82
ΔE to the lowest compared entry with this formula, charge and spin in kcal/mol: 48.3
Gap between HOMO and LUMO in eV: 6.347

Element x y z (Å)
C  0.4924  -0.0037  -0.5076
C  -0.9152  -0.3915  1.3355
C  -1.5043  0.6872  0.3432
N  0.1751  -0.8870  0.4853
N  2.8525  0.7667  -2.7457
O  1.5315  -0.0935  -1.1568
O  3.6898  0.2605  -2.2836
O  -0.4153  0.9159  -0.5716
H  -0.7158  0.1131  2.2540
H  -1.5297  -1.2977  1.5737
H  -2.4594  0.1801  -0.2201
H  -1.7402  1.5594  0.7563
H  0.5386  -1.8095  0.7374

---

DFT (ωB97M-V/def2-TZVPD) results for a cluster of 2 separate species, H6N2 in total in a non-equilibrium geometry.

Summary:
E_LUMO (spin up / spin down) in Ha: 0.1108 / 0.1083
Total charge: -1
E_HOMO (spin up / spin down) in eV: 1.69 / -4.71
ΔE to the lowest compared entry with this formula, charge and spin in kcal/mol: 23.9
Multiplicity: 2
Gap between HOMO and LUMO (spin up / spin down) in eV: 1.326 / 7.659

Element x y z (Å)
N  3.5822  -2.7891  -3.0815
H  2.9892  -3.2183  -2.3622
H  4.4445  -3.1743  -3.0142
H  3.6395  -1.7841  -3.0344
N  -3.4988  2.7696  2.9107
H  -4.0349  3.1954  3.5224
H  -3.3181  1.7710  2.9703
H  -3.8036  3.2298  2.0888